Record 1
Formula: C4H11NS
Source: the Open Molecules 2025 dataset
Level of theory: ωB97M-V/def2-TZVPD

Each line ends with the natural charge from an NBO analysis.
Geometry (Å):
C -2.263551 -1.483237 0.210720  -0.78
S -1.621763 0.213771 0.116255  0.16
C -2.503917 0.989807 1.547242  -0.73
H -1.689174 -2.324930 -0.233639  0.24
H -2.692569 -1.815471 1.175683  0.22
H -3.219269 -1.492878 -0.404352  0.21
H -3.478501 1.361066 1.200933  0.23
H -1.681877 1.811633 1.727149  0.23
H -2.373256 0.399656 2.400974  0.22
C 2.326153 -0.816277 -1.075263  -0.56
C 2.395988 0.503631 -0.667642  0.02
N 3.183218 1.465863 -1.236553  -0.78
H 3.242198 -1.448691 -1.252019  0.20
H 1.336537 -1.259312 -1.087863  0.21
H 1.535474 0.909195 -0.141154  0.18
H 3.929207 0.902009 -1.767802  0.37
H 3.575103 2.084167 -0.512668  0.37

Forces on atoms 1 to 6 (eV/Å):
-2.6424 -0.9015 -1.1483
-0.0161 -0.7592 0.7589
2.9180 2.2469 -2.1736
0.2923 1.0109 0.4445
0.9463 0.4782 -0.0170
1.0120 0.0163 0.3906

Values from the calculation:
- energy relative to the best compared isomer or geometry (same formula, charge and spin) (kcal per mole) = 55.8
- LUMO energy (Ha) = 0.03631
- E_HOMO (Ha) = -0.293

---

Record 2
Formula: C27H28O3S
Source: the Open Molecules 2025 dataset
Level of theory: ωB97M-V/def2-TZVPD

Each line ends with the natural charge from an NBO analysis.
Geometry (Å):
C -4.843266 -0.143052 3.906103  -0.63
C -4.011295 -0.167377 2.666557  -0.01
C -4.203823 -1.184176 1.729996  -0.22
C -3.408035 -1.260789 0.598295  -0.18
C -2.374479 -0.331915 0.389660  -0.06
C -1.426126 -0.547612 -0.782343  -0.29
C -0.733224 0.695349 -1.299740  -0.17
C -0.209343 0.765762 -2.537485  -0.18
C 0.503330 1.928528 -3.030929  -0.10
C 1.234049 1.833769 -4.238814  -0.18
C 1.953956 2.914494 -4.710661  -0.22
C 1.946756 4.133551 -4.022333  -0.01
C 2.693245 5.307459 -4.575029  -0.63
C 1.235253 4.237555 -2.820986  -0.23
C 0.513281 3.158028 -2.327138  -0.13
C -2.214828 0.714315 1.292029  -0.16
C -3.037597 0.800345 2.418592  -0.23
H -4.799343 0.835707 4.387910  0.21
H -5.883533 -0.377164 3.665461  0.22
H -4.496040 -0.897504 4.621122  0.22
H -4.977986 -1.926285 1.901380  0.21
H -3.583472 -2.056070 -0.133178  0.22
H -1.995709 -1.000340 -1.611933  0.23
H -0.720861 1.569903 -0.647429  0.20
H -0.291537 -0.098551 -3.212035  0.21
H 1.218792 0.888771 -4.784160  0.21
H 2.540570 2.833070 -5.625056  0.21
H 2.547261 6.192664 -3.949419  0.22
H 3.770434 5.109212 -4.643353  0.22
H 2.351920 5.543599 -5.590551  0.22
H 1.252186 5.178715 -2.272104  0.21
H -0.058100 3.256391 -1.403311  0.20
H -1.422292 1.451945 1.136156  0.21
H -2.896304 1.625780 3.114940  0.21
C 4.178536 -0.893773 -1.698163  -0.63
C 3.030995 -0.281595 -0.929338  -0.08
O 1.883733 -1.185036 -1.003982  -0.52
C 0.944653 -1.019549 -0.053912  0.82
C -0.412299 -1.611242 -0.429710  -0.47
S -1.038459 -2.837257 0.875259  1.28
C -0.078104 -2.919030 2.372591  -0.30
C 0.041321 -1.791163 3.199165  -0.12
C 0.587143 -1.914272 4.478843  -0.24
C 0.986442 -3.172027 4.948065  -0.20
C 0.856244 -4.296442 4.133552  -0.21
C 0.327636 -4.177357 2.848953  -0.20
O -0.961273 -4.173553 0.231402  -0.98
O 1.136448 -0.415725 0.988668  -0.62
H 4.808512 -0.077981 -2.070938  0.22
H 4.800371 -1.498368 -1.027188  0.21
H 3.845279 -1.515149 -2.541125  0.22
H 3.297724 -0.130065 0.121288  0.21
H 2.718625 0.672752 -1.372802  0.19
H -0.252296 -2.278125 -1.283639  0.27
H -0.301085 -0.825710 2.833689  0.23
H 0.678763 -1.028179 5.105033  0.22
H 1.385049 -3.275570 5.957080  0.21
H 1.148629 -5.285689 4.488941  0.22
H 0.213574 -5.053971 2.218053  0.25

Forces on atoms 1 to 6 (eV/Å):
-0.1879 0.0332 0.2342
0.2919 0.1887 -0.2552
0.1866 0.1102 -0.2507
-0.1622 0.3900 -0.0509
-0.4054 0.4575 -0.3362
-1.0362 0.3958 -0.0983

Values from the calculation:
- LUMO energy (Ha) = 0.01576
- E_HOMO (Ha) = -0.290